Formula: C8H11N2O
Source: the OMol25 dataset
Level of theory: the ωB97M-V functional and the def2-TZVPD basis

## Properties
- Energy above the lowest of the compared OMol25 structures with the same formula, charge and spin: 154.4 kcal per mole
- Net charge: +1
- Structure (SMILES): CC1(C)CC=C[N+](=O)[C@@H]1C#N
- HOMO level (alpha / beta): -15.7 / -15.7 eV
- Kohn-Sham gap (alpha / beta): 0.3103 / 0.3106 Ha

Cartesian coordinates (Å):
C: -1.21759 1.55925 -0.49871
C: -0.55532 0.20419 -0.27037
C: -1.39842 -0.94687 -0.95291
C: -0.44156 0.01724 1.30645
C: 0.48592 -0.91966 1.73260
C: 1.43073 -1.44331 0.90377
N: 1.59469 -0.89120 -0.35688
O: 2.51354 -1.33432 -1.03669
C: 0.82246 0.16939 -0.89196
C: 1.66139 1.58127 -0.36875
N: 2.15919 2.48359 0.10284
H: -0.89845 2.06879 -1.35049
H: -1.17955 2.27126 0.25949
H: -2.27939 1.29889 -0.58670
H: -2.07550 -1.38635 -0.25175
H: -0.83719 -1.76203 -1.35398
H: -1.93351 -0.61675 -1.76832
H: -1.56032 -0.09365 1.69107
H: 0.11409 0.91050 1.63921
H: 0.27912 -1.27717 2.71535
H: 2.25525 -2.15498 1.22897
H: 1.06040 0.26191 -1.89224